The ion C17H22NO3S with charge +1 at a distorted geometry, computed with wB97M-V/def2-TZVPD.

Positions of all 44 atoms, in Å:
S  0.2799  -7.0775  1.6022
O  1.0543  4.7179  -0.8050
O  2.6936  2.7057  -0.8185
O  -1.8511  4.1890  -0.6044
N  -0.4247  -1.1097  1.1564
C  0.7257  -3.2423  0.5264
C  -1.0577  -3.2980  2.1351
C  -0.4826  0.7938  -0.3400
C  -0.2190  -2.5654  1.3458
C  -0.9391  3.1957  -0.5704
C  0.9117  1.1061  -0.4564
C  0.8743  -4.6151  0.6771
C  -0.7806  -4.6643  2.4331
C  1.4096  2.4030  -0.6736
C  -1.9084  4.9274  -1.8263
C  3.3477  2.9028  -2.0453
C  0.9166  5.5927  0.3873
C  -1.2812  -7.4665  0.6489
C  0.5325  3.5075  -0.6031
C  0.0971  -5.2665  1.6652
C  -0.8926  -0.5952  -0.1256
C  -1.3706  1.8947  -0.4138
H  -1.4339  -8.5582  0.5959
H  1.7228  5.3390  1.0404
H  0.0408  5.5196  0.9091
H  4.4410  2.7495  -1.9950
H  -0.5821  -1.1569  -1.0231
H  3.0850  3.8854  -2.4263
H  -1.9453  -0.6826  -0.1459
H  -1.1387  -0.7860  1.8511
H  -1.0237  5.5925  -1.9000
H  -1.2274  -6.9802  -0.3561
H  -2.4086  1.6503  -0.4165
H  1.5826  -5.2276  0.0730
H  -2.7962  5.4608  -2.0327
H  -1.8932  -2.8361  2.8499
H  1.1659  -2.5758  -0.2505
H  -1.7406  4.3045  -2.7109
H  2.9237  2.1749  -2.6440
H  0.4397  -0.5280  1.3178
H  0.9755  6.6652  0.1691
H  1.5959  0.2081  -0.6895
H  -2.0878  -6.9976  1.2853
H  -1.3304  -5.2565  3.2039

Properties
- ΔE to the lowest compared entry with this formula, charge and spin: 34.05 kcal per mole
- LUMO energy: -2.7 eV
- SMILES string: COc1cc(C[NH2+]c2ccc(SC)cc2)cc(OC)c1OC
- F_max: 0.0988 Eh/bohr
- HOMO energy: -11.491 eV
- Charge: +1
- Calculated total energy: -1339.27262 a.u.
- Molecular weight: 320.43 g/mol

=====

A structure of composition C4H12O4 at a distorted geometry, computed with wB97M-V/def2-TZVPD.

Positions of all 20 atoms, in Å:
O  2.6863  0.4167  -0.6801
O  2.6315  -0.2012  1.6188
O  -0.0008  -0.7560  1.8466
O  0.2258  -0.1509  -2.4351
C  -2.1885  0.8284  0.3277
C  -2.9615  -0.4536  0.6475
C  -0.6486  -0.2407  -1.2872
C  -1.1431  0.8545  -0.6851
H  3.5896  0.1226  -0.9696
H  2.7369  0.2278  0.4495
H  -2.5083  1.8071  0.7882
H  3.4913  -0.5459  1.7767
H  -2.4508  -1.2919  1.1038
H  -3.7574  -0.1349  1.3436
H  -0.7799  1.8255  -1.0069
H  0.8850  -0.5525  1.5544
H  -0.6064  -0.0156  1.5687
H  1.0255  0.3092  -2.1645
H  -3.5314  -0.8412  -0.2398
H  -0.7865  -1.3115  -1.0231

Properties
- ΔE to the lowest compared entry with this formula, charge and spin: 133.27 kcal per mole
- LUMO energy: -3.8 eV
- F_max: 0.1136 Eh/bohr
- HOMO energy: -7.522 eV
- Calculated total energy: -460.37026 a.u.
- Molecular weight: 124.14 g/mol

=====

An isolated molecule of C23H31FN2O2 at a distorted geometry, computed with wB97M-V/def2-TZVPD.

Positions of all 59 atoms, in Å:
F  1.2554  2.2390  -3.6196
O  -1.5871  -1.3331  -0.8854
O  -5.7047  -0.3078  -0.3482
N  -1.4724  -0.8173  1.3065
N  3.2101  0.2972  0.3468
C  0.8507  1.0287  1.8368
C  -4.7196  -2.4813  -0.8887
C  -2.1248  -0.8935  0.1172
C  0.8762  -0.1707  0.8917
C  3.2547  1.4071  1.2761
C  2.2662  1.3462  -3.5202
C  1.8777  2.0551  1.3737
C  -2.7441  -1.9245  3.1016
C  -2.1469  -0.6202  2.5713
C  4.1972  0.5560  -2.3554
C  5.1184  0.6205  -1.1741
C  2.3879  0.3602  -4.4810
C  2.2987  -0.7265  0.8113
C  -4.6013  -1.0865  -0.3932
C  -5.3364  0.9040  0.1305
C  3.4363  -0.5359  -4.3671
C  4.3303  -0.4397  -3.3149
C  -6.3746  1.9608  0.2551
C  -3.5211  -0.3972  0.0848
C  -4.0067  0.9043  0.4155
C  3.1492  1.4592  -2.4647
C  4.5215  -0.1987  -0.0156
C  -0.0950  -1.2737  1.3309
H  3.0148  2.2405  -1.7350
H  0.5858  0.1591  -0.1093
H  4.4191  -1.2332  -0.3515
H  -0.1447  1.4755  1.8521
H  1.0964  0.7002  2.8515
H  6.0957  0.2058  -1.4259
H  3.5539  -1.3154  -5.1050
H  2.3184  -1.5545  0.0988
H  -5.9308  2.8628  0.6654
H  -2.9427  0.1149  2.4498
H  3.5784  1.0753  2.2827
H  3.9819  2.1383  0.9169
H  1.9162  2.8985  2.0660
H  -6.8045  2.1866  -0.7199
H  5.2522  1.6560  -0.8606
H  2.5948  -1.1178  1.8054
H  -1.9706  -2.6785  3.2281
H  1.5908  2.4276  0.3896
H  -3.7323  -2.8425  -1.1617
H  -3.2247  -1.7533  4.0613
H  0.1497  -1.6127  2.3397
H  5.2195  -0.1880  0.8395
H  -3.4839  -2.3048  2.4013
H  -5.3712  -2.5115  -1.7591
H  -7.1808  1.6283  0.9080
H  -3.4300  1.7316  0.7778
H  -0.0018  -2.1164  0.6382
H  -1.4221  -0.2240  3.2860
H  5.1431  -1.1475  -3.2375
H  1.6769  0.3024  -5.2894
H  -5.1434  -3.1349  -0.1248

Properties
- ΔE to the lowest compared entry with this formula, charge and spin: 2.90 kcal per mole
- LUMO energy: 0.8 eV
- SMILES string: CCN(C[C@H]1CCCN(CCc2cccc(F)c2)C1)C(=O)c1cc(C)oc1C
- F_max: 0.0209 Eh/bohr
- HOMO energy: -8.219 eV
- Calculated total energy: -1254.89367 a.u.
- Molecular weight: 386.51 g/mol

=====

A structure of composition C28H27As2BeO3 at a distorted geometry, computed with wB97M-V/def2-TZVPD.

Positions of all 61 atoms, in Å:
As  0.4795  2.1852  1.0851
As  -1.5966  -0.3703  -0.8574
O  -4.4901  1.1928  0.7271
O  -3.5210  2.0327  2.5264
O  -2.0209  -1.0572  2.1455
C  -1.3593  1.4735  -1.5281
C  -3.6108  -3.9105  -1.1776
C  1.0944  0.7772  2.3194
C  2.8426  2.6914  -2.4210
C  2.1084  1.3647  3.0881
C  0.2996  -0.8783  -1.0899
C  2.4150  -0.6657  4.3273
C  0.7279  -0.5365  2.5990
C  -1.0242  2.2931  -0.3214
C  -1.9322  -2.4981  -2.9024
C  0.8809  -1.7305  -0.1516
C  4.0626  2.1160  -2.0930
C  3.1652  1.5122  0.0617
C  1.7939  2.6766  -1.5141
C  4.2159  1.5233  -0.8466
C  -2.4752  -3.7101  -3.2963
C  1.0770  -0.4770  -2.1764
C  1.3896  -1.2424  3.6002
C  -3.5141  1.1790  1.4341
C  1.9349  2.0984  -0.2485
C  -4.6970  2.8263  2.6957
C  2.7756  0.6513  4.0702
C  -3.0807  -2.6873  -0.7667
C  2.4009  -0.8850  -2.3025
C  -2.2283  -1.9936  -1.6366
C  2.9734  -1.7048  -1.3399
C  -3.3162  -4.4140  -2.4293
C  2.2059  -2.1334  -0.2671
Be  -2.1207  0.0360  1.2762
H  4.0094  -2.0091  -1.4293
H  -2.2429  -4.1143  -4.2752
H  2.7002  3.1491  -3.3932
H  -3.2719  -2.2761  0.2219
H  0.6629  0.1595  -2.9445
H  3.5607  1.1296  4.6429
H  3.3086  1.0239  1.0170
H  2.9869  -0.5532  -3.1518
H  -4.2574  -4.4670  -0.5054
H  -0.1264  -0.9849  2.1083
H  5.1551  1.0548  -0.5762
H  0.8631  3.1324  -1.8145
H  -4.8694  3.4698  1.8330
H  2.9174  -1.2257  5.1063
H  2.6356  -2.7815  0.4893
H  1.0716  -2.2559  3.8161
H  2.3829  2.4008  2.9152
H  -3.7360  -5.3637  -2.7389
H  -2.2892  1.7961  -2.0030
H  -0.6457  3.2644  -0.6608
H  -1.9000  2.4830  0.2980
H  4.8785  2.1207  -2.8047
H  -4.5331  3.4326  3.5864
H  0.2868  -2.0877  0.6711
H  -5.5829  2.2048  2.8271
H  -0.5559  1.5194  -2.2591
H  -1.2646  -1.9568  -3.5657

Properties
- ΔE to the lowest compared entry with this formula, charge and spin: 0.00 kcal per mole
- LUMO energy: 2.7 eV
- F_max: 0.0448 Eh/bohr
- HOMO energy: -3.328 eV
- Charge: -1
- Calculated total energy: -5795.15095 a.u.
- Molecular weight: 570.38 g/mol

=====

A structure of composition C6H10N at a distorted geometry, computed with wB97M-V/def2-TZVPD.

Positions of all 17 atoms, in Å:
N  0.0839  -0.0332  0.6100
C  -0.0116  0.8455  -1.0821
C  -0.9500  -1.0515  0.5102
C  1.4200  0.0077  -1.1647
C  -0.1885  0.7515  1.7847
C  1.4536  -0.3179  0.1356
C  0.3747  0.0845  -2.2502
H  -0.0457  -0.9362  -2.5060
H  -0.7643  -1.8486  1.1919
H  -0.4512  0.1301  2.6850
H  0.4108  0.6959  -3.1837
H  -0.2423  1.8261  -1.1598
H  2.2371  -0.5396  0.8384
H  -1.1693  1.2890  1.4038
H  0.7546  1.3026  2.1716
H  -0.9925  -1.6464  -0.4537
H  -1.9192  -0.5594  0.4689

Properties
- ΔE to the lowest compared entry with this formula, charge and spin: 148.81 kcal per mole
- LUMO energy (spin up / spin down): -4.8 / -4.8 eV
- F_max: 0.1140 Eh/bohr
- HOMO energy (spin up / spin down): -13.425 / -13.426 eV
- Charge: +1
- Calculated total energy: -288.84582 a.u.
- Molecular weight: 96.15 g/mol

=====

An isolated molecule of C3H6NO2 at a distorted geometry, computed with wB97M-V/def2-TZVPD.

Positions of all 12 atoms, in Å:
O  0.7383  0.2641  -3.0432
O  -0.1155  -0.1304  2.8659
N  0.0015  -0.3302  -0.8846
C  -0.0439  -0.7285  1.5717
C  -0.1938  0.3407  0.4957
C  0.3805  0.6003  -1.8997
H  -0.8042  -1.4710  1.1844
H  0.9041  -0.9013  1.3237
H  -1.2813  0.6141  0.4896
H  -0.7341  -0.9786  -1.2364
H  0.6627  1.1105  0.5873
H  0.4857  1.6102  -1.4543

Properties
- ΔE to the lowest compared entry with this formula, charge and spin: 52.15 kcal per mole
- LUMO energy (spin up / spin down): 0.8 / -1.9 eV
- Spin multiplicity: 2
- F_max: 0.0915 Eh/bohr
- HOMO energy (spin up / spin down): -10.276 / -10.293 eV
- Calculated total energy: -323.01090 a.u.
- Molecular weight: 88.09 g/mol